# C74H160Br4N14O6

A 14-piece molecular cluster, C74H160Br4N14O6 overall (the ωB97M-V functional and the def2-TZVPD basis, the Open Molecules 2025 dataset).

```
258
Properties=species:S:1:pos:R:3:forces:R:3
C -4.076 -2.536 4.503 -0.654 0.256 0.704
C -3.358 -2.866 5.909 -0.161 -0.741 -1.876
C -1.857 -2.729 5.769 1.343 1.423 1.632
C -1.390 -1.286 5.696 -0.228 0.246 1.085
C -1.817 -0.534 7.037 -0.288 -0.508 -2.873
C -3.354 -0.483 7.211 1.102 -0.141 2.186
N -3.954 -1.915 6.932 -7.279 -0.297 1.046
O -5.226 -2.175 7.363 8.539 1.656 -2.612
C -4.028 0.581 6.371 -0.733 -0.686 -0.831
C -3.630 -0.158 8.700 -0.838 -1.110 -0.722
C -3.598 -4.295 6.309 -1.014 -0.927 0.521
H -3.920 -1.524 4.130 0.402 0.121 0.285
H -5.160 -2.641 4.548 -0.053 -0.150 0.504
H -3.758 -3.223 3.718 0.664 -0.330 0.336
H -1.332 -3.340 5.035 -1.023 -0.224 -0.514
H -1.441 -3.062 6.720 0.060 -0.383 0.194
H -1.781 -0.849 4.778 -0.047 0.534 0.105
H -0.302 -1.240 5.658 0.072 -0.067 -0.182
H -1.496 0.495 6.876 -0.036 0.145 0.531
H -1.287 -0.974 7.881 -0.222 0.016 0.014
H -3.743 1.586 6.683 0.466 -0.256 0.018
H -5.109 0.557 6.509 -0.061 -0.207 -0.078
H -3.797 0.387 5.324 -0.084 0.451 -0.137
H -4.702 -0.320 8.810 0.018 0.260 0.572
H -3.385 0.880 8.928 0.160 -0.222 -0.047
H -3.090 -0.880 9.311 -0.056 0.332 0.294
H -3.264 -5.012 5.560 -0.100 0.447 -0.511
H -4.656 -4.477 6.501 0.079 -0.166 0.028
H -3.016 -4.583 7.185 -0.150 0.356 0.307
C 4.156 0.980 1.513 -0.274 -1.051 1.376
C 4.335 1.562 2.964 0.044 2.155 -2.019
C 4.644 3.085 2.767 -0.619 0.167 0.050
C 4.552 3.858 4.063 -0.870 -0.181 0.859
C 3.102 3.727 4.715 0.857 -0.349 -1.140
C 2.573 2.271 4.884 -0.805 1.213 -0.050
N 3.067 1.388 3.765 -1.434 -7.655 1.225
O 2.546 0.073 3.794 2.759 7.754 -0.553
C 1.014 2.310 4.838 -0.628 -0.738 0.454
C 3.007 1.697 6.259 0.884 -2.161 -0.614
C 5.509 0.945 3.731 -0.197 -1.553 0.520
H 4.976 1.234 0.842 -0.090 0.601 0.281
H 3.175 1.296 1.159 0.192 0.202 -0.322
H 4.195 -0.109 1.547 -0.242 -0.147 0.073
H 4.047 3.600 2.014 -0.857 -0.524 -0.008
H 5.613 3.169 2.275 0.374 -0.319 0.559
H 4.752 4.910 3.859 -0.013 -0.020 0.229
H 5.315 3.489 4.748 -0.033 0.207 0.219
H 2.392 4.250 4.075 0.044 0.077 -0.224
H 3.019 4.187 5.700 0.324 0.018 -0.002
H 0.501 2.439 3.885 0.749 0.594 -0.442
H 0.654 3.053 5.550 0.349 0.428 -0.136
H 0.506 1.420 5.209 0.631 -0.589 0.226
H 4.082 1.561 6.376 0.246 1.062 -0.060
H 2.788 0.629 6.237 -0.826 -0.105 0.152
H 2.583 2.120 7.169 -0.150 0.466 -0.526
H 5.349 -0.132 3.680 0.207 -0.172 0.073
H 5.607 1.179 4.791 -0.254 0.378 -0.137
H 6.471 1.159 3.265 -0.279 0.261 -0.288
C 4.273 2.992 -2.311 -0.796 0.220 0.297
C 2.914 2.703 -2.902 -0.858 -0.509 -0.429
N 2.361 3.875 -3.596 -1.096 1.652 -1.037
C 2.987 4.491 -4.663 1.287 -0.914 -0.261
C 2.356 5.624 -5.028 -1.820 -0.885 0.243
N 1.194 5.648 -4.247 1.018 -2.878 1.875
C 1.228 4.574 -3.380 0.775 0.907 -0.831
C 0.144 6.584 -4.481 -0.798 0.918 -0.284
H 4.067 3.721 -1.528 0.581 0.016 0.226
H 4.965 3.416 -3.039 0.042 -0.216 0.098
H 4.641 2.055 -1.892 0.303 0.211 0.029
H 2.165 2.413 -2.165 0.139 0.291 0.362
H 2.898 1.853 -3.584 0.153 0.236 -0.473
H 3.772 3.929 -5.147 0.294 0.527 0.055
H 2.377 6.255 -5.904 0.538 0.012 0.182
H 0.509 4.314 -2.618 -0.031 0.300 -0.087
H -0.188 6.434 -5.508 0.223 0.570 -0.150
H 0.570 7.563 -4.264 -0.381 0.188 -0.480
H -0.777 6.480 -3.908 0.472 -0.519 0.543
C 0.392 -7.819 6.776 0.262 -0.416 0.459
C -0.473 -6.604 6.528 -0.941 -2.690 -0.156
N 0.325 -5.565 6.042 2.882 4.372 -1.793
C 0.962 -4.644 6.895 0.829 1.190 -2.731
C 1.692 -3.759 6.067 -1.402 -1.430 0.876
N 1.523 -4.151 4.721 -0.797 -0.911 3.254
C 0.733 -5.253 4.760 -0.214 0.242 0.303
C 2.130 -3.442 3.600 0.212 0.446 -0.112
H 1.145 -7.651 7.546 -0.306 0.117 0.413
H 1.015 -8.096 5.925 -0.565 -0.212 -0.358
H -0.303 -8.598 7.090 0.503 -0.386 -0.094
H -1.009 -6.379 7.450 0.249 0.675 -0.056
H -1.235 -6.880 5.800 0.018 0.247 -0.199
H 0.831 -4.683 7.966 0.094 0.027 -0.126
H 2.256 -2.884 6.354 0.090 -0.211 -0.116
H 0.502 -5.738 3.823 -0.523 -0.389 0.274
H 3.044 -2.955 3.938 0.305 -0.662 0.089
H 1.552 -2.568 3.299 -0.633 -0.410 -0.072
H 2.316 -4.104 2.754 -0.018 0.077 0.195
C -3.601 -0.200 -5.497 0.314 1.426 0.565
C -4.420 0.171 -4.223 -0.729 -1.549 -1.199
N -3.922 -0.503 -2.992 -0.444 -0.372 1.844
C -2.603 -0.987 -2.757 -2.249 0.816 0.607
C -2.639 -1.544 -1.517 -0.564 -0.293 -0.112
N -3.936 -1.483 -1.017 -0.689 0.454 0.628
C -4.741 -0.785 -1.876 3.894 -1.241 -1.442
C -4.306 -2.086 0.347 0.155 0.439 -0.782
H -4.102 0.085 -6.423 -0.692 -0.172 0.289
H -3.408 -1.272 -5.525 0.165 0.235 0.071
H -2.708 0.420 -5.583 0.573 -0.551 0.348
H -5.366 -0.320 -4.451 -0.342 0.151 0.460
H -4.668 1.214 -4.026 0.584 0.058 -0.150
H -1.774 -0.842 -3.434 -0.007 0.129 -0.280
H -1.844 -2.045 -0.985 -0.165 -0.044 0.094
H -5.807 -0.643 -1.771 0.111 0.093 -0.159
H -3.625 -2.908 0.568 0.123 -0.032 -0.183
H -5.327 -2.467 0.382 0.061 0.118 -0.492
H -4.205 -1.341 1.137 0.096 0.180 -0.244
C -1.504 0.413 1.651 0.442 0.101 -0.867
C -0.511 -0.711 2.052 -0.317 0.600 -0.045
N 0.475 -1.068 0.994 0.421 -0.452 -1.355
C 0.954 -2.355 0.701 0.659 0.348 -0.788
C 1.889 -2.246 -0.321 -2.239 1.298 -0.004
N 1.828 -0.929 -0.758 -0.686 0.941 2.036
C 1.043 -0.196 0.114 0.100 -2.114 -0.706
C 2.545 -0.507 -1.976 0.539 -0.357 0.449
H -2.565 0.259 1.848 0.154 -0.341 1.052
H -1.599 0.508 0.570 0.650 -0.018 -0.318
H -1.144 1.376 2.015 -0.258 0.096 -0.034
H -1.100 -1.566 2.383 0.512 -0.559 -0.406
H 0.089 -0.367 2.894 -0.095 -0.018 0.151
H 0.475 -3.249 1.073 0.077 0.047 0.479
H 2.439 -2.896 -0.985 0.277 -0.612 0.625
H 0.779 0.851 0.122 0.401 0.302 -0.309
H 1.908 0.074 -2.643 0.074 0.002 0.103
H 2.880 -1.425 -2.459 -0.306 -0.053 -0.162
H 3.504 -0.071 -1.694 -0.223 0.549 0.013
C -2.622 3.920 4.620 0.106 -0.674 0.915
C -1.626 5.006 4.290 -1.073 -0.283 -0.628
N -1.773 6.270 5.135 -0.773 0.330 0.277
C -0.766 7.265 4.550 0.100 -0.469 0.734
C -3.176 6.954 5.053 0.259 0.034 1.271
C -3.603 7.455 3.710 0.103 -1.105 0.525
C -1.561 5.909 6.709 0.448 0.211 -1.002
C -1.077 7.082 7.545 -0.080 0.731 -2.008
O 0.291 7.350 7.132 -1.805 -0.887 1.638
C 1.128 6.466 7.860 1.301 0.591 -0.122
H -2.438 3.013 4.044 0.494 0.043 -0.137
H -3.687 4.084 4.455 0.069 0.697 0.155
H -2.436 3.667 5.664 -0.506 -0.354 0.113
H -1.742 5.176 3.220 0.139 1.014 0.079
H -0.620 4.591 4.357 0.097 0.451 0.509
H -0.975 7.514 3.509 -0.433 -0.374 0.132
H 0.196 6.754 4.579 0.047 0.463 0.220
H -0.802 8.177 5.146 0.316 -0.210 -0.058
H -3.166 7.834 5.696 0.708 -0.073 0.265
H -3.931 6.352 5.557 0.279 -0.670 -0.349
H -4.670 7.638 3.839 0.100 0.577 -0.356
H -3.520 6.593 3.048 0.135 0.466 -0.777
H -2.994 8.333 3.493 -0.535 -0.128 -0.742
H -0.788 5.140 6.721 -0.020 -0.011 -0.183
H -2.467 5.469 7.125 -0.259 0.189 -0.545
H -1.333 6.949 8.596 0.915 -0.471 0.289
H -1.689 7.958 7.328 0.203 0.285 -0.331
H 2.134 6.753 7.556 0.106 0.026 0.458
H 1.058 5.407 7.609 -0.522 -0.262 -0.297
H 0.978 6.561 8.935 0.179 0.158 0.009
C 6.171 -5.866 -10.370 0.353 1.950 0.928
C 5.041 -4.891 -9.860 0.088 -1.580 0.524
N 5.093 -4.466 -8.326 0.232 0.800 -0.937
C 5.096 -5.753 -7.463 1.057 1.227 -1.729
C 6.427 -3.700 -8.116 0.510 0.371 -0.291
C 6.778 -2.634 -9.158 -0.708 0.405 -0.260
C 3.820 -3.568 -8.047 2.251 -0.892 1.143
C 3.844 -2.891 -6.616 -0.110 0.691 -0.925
O 4.851 -1.900 -6.487 0.005 0.084 -0.828
C 4.610 -1.041 -5.396 -0.542 0.305 0.992
H 6.122 -5.860 -11.459 -0.394 -0.666 0.096
H 6.305 -6.825 -9.869 -0.740 -0.118 -0.436
H 7.130 -5.376 -10.205 0.153 0.171 0.073
H 4.081 -5.395 -9.969 -0.127 -0.011 0.148
H 4.998 -4.030 -10.527 0.197 0.291 0.614
H 5.120 -5.557 -6.391 -0.431 0.178 -0.217
H 6.072 -6.143 -7.753 -0.217 -0.571 0.386
H 4.316 -6.393 -7.875 -0.077 0.003 0.530
H 7.248 -4.415 -8.176 -0.374 -0.398 0.272
H 6.441 -3.222 -7.137 -0.341 -0.424 -0.033
H 7.040 -3.025 -10.142 0.002 -0.162 0.125
H 7.620 -2.025 -8.829 0.145 -0.373 0.282
H 5.996 -1.890 -9.304 -0.269 -0.089 0.042
H 3.031 -4.308 -8.179 -0.334 0.321 0.319
H 3.770 -2.838 -8.854 0.074 0.106 0.261
H 3.915 -3.512 -5.723 -0.077 -0.804 -0.273
H 2.888 -2.369 -6.564 -0.465 -0.045 0.065
H 3.606 -0.618 -5.376 -0.420 -0.051 -0.541
H 5.272 -0.177 -5.358 0.418 -0.417 -0.489
H 4.686 -1.570 -4.446 0.364 -0.309 0.173
C -2.511 -7.418 -6.322 0.061 0.123 -0.494
C -1.853 -6.340 -7.223 0.662 -0.186 -0.036
N -0.802 -5.378 -6.605 0.233 0.880 0.458
C -0.336 -4.390 -7.691 -0.940 0.399 1.440
C -1.423 -4.573 -5.347 -0.402 -1.898 -0.474
C -2.829 -4.045 -5.519 -0.108 1.451 -0.587
C 0.413 -6.227 -6.095 -2.161 -0.951 0.822
C 1.399 -5.574 -5.172 0.623 0.923 -0.441
O 0.826 -5.087 -3.984 -0.052 -0.065 -0.396
C 1.608 -4.235 -3.180 0.724 0.258 0.895
H -3.327 -7.910 -6.851 0.165 0.162 -0.678
H -3.070 -7.068 -5.453 0.615 0.355 0.251
H -1.840 -8.244 -6.086 0.070 0.263 0.316
H -2.587 -5.757 -7.779 0.004 0.324 0.440
H -1.212 -6.756 -8.001 -0.388 -0.694 -0.080
H 0.264 -3.657 -7.152 0.220 -0.019 -0.253
H -1.228 -3.867 -8.034 0.070 -0.073 -0.135
H 0.195 -4.802 -8.550 -0.119 -0.541 0.384
H -0.672 -3.878 -4.973 -0.299 0.056 -0.516
H -1.546 -5.352 -4.594 0.622 -0.087 -0.016
H -2.887 -3.290 -6.303 -0.159 -0.262 -0.454
H -3.095 -3.438 -4.654 0.408 -0.116 0.481
H -3.672 -4.734 -5.582 0.489 -0.396 -0.379
H 0.927 -6.737 -6.910 -0.143 0.474 -0.349
H -0.149 -7.012 -5.589 0.410 -0.163 0.319
H 1.875 -4.826 -5.806 0.092 0.992 0.287
H 2.249 -6.223 -4.961 -0.217 -0.653 0.087
H 1.268 -4.340 -2.150 -0.054 -0.444 -0.056
H 1.547 -3.161 -3.353 -0.606 0.249 -0.902
H 2.684 -4.408 -3.184 0.105 -0.611 -0.101
C -2.921 6.554 -1.010 0.073 -0.638 0.297
C -4.001 5.471 -1.355 2.201 -0.017 0.116
N -3.696 4.056 -0.707 -2.090 -1.198 2.102
C -3.792 4.201 0.881 0.574 0.734 -1.064
C -4.854 3.056 -1.071 -0.638 1.256 0.264
C -6.260 3.397 -0.530 0.128 -0.111 -0.719
C -2.376 3.261 -1.013 -0.163 2.240 0.746
C -2.113 2.780 -2.390 -0.153 -0.357 -1.767
O -2.012 3.824 -3.319 -0.476 1.557 1.463
C -2.201 3.564 -4.685 -0.073 -0.099 -0.068
H -1.882 6.236 -1.099 -0.065 -0.486 -0.260
H -2.987 6.919 0.015 -0.375 -0.029 0.051
H -2.983 7.430 -1.655 -0.491 -0.158 -0.114
H -3.980 5.280 -2.428 -0.247 0.008 0.116
H -4.960 5.846 -1.000 -0.072 -0.630 -0.051
H -4.525 4.950 1.183 -0.267 -0.063 -0.630
H -2.852 4.594 1.269 0.283 -0.352 -0.360
H -4.062 3.276 1.391 0.235 -0.216 -0.527
H -4.655 2.082 -0.624 0.832 0.055 -0.252
H -4.846 3.034 -2.160 -0.053 -0.250 0.081
H -6.280 3.473 0.558 -0.085 0.319 -0.165
H -6.919 2.565 -0.778 0.200 -0.370 0.048
H -6.775 4.201 -1.055 0.369 0.458 0.401
H -2.370 2.428 -0.309 0.019 0.186 0.024
H -1.604 3.985 -0.750 0.231 -0.318 0.276
H -2.869 2.081 -2.748 -0.124 -0.354 0.089
H -1.144 2.282 -2.419 0.088 -0.612 0.546
H -3.113 2.995 -4.866 -0.070 -0.366 0.035
H -1.322 3.037 -5.056 -0.095 0.023 -0.526
H -2.392 4.543 -5.124 0.433 -0.136 -0.314
Br 5.055 -3.576 -1.594 -0.576 0.356 -0.073
Br 0.577 0.391 -5.122 -0.266 -0.039 0.539
Br -1.889 -4.719 2.151 0.229 0.682 0.192
Br 0.842 3.606 0.682 -0.194 -0.354 0.145
```
Forces are in eV/Å.

Values from the calculation:
**Charge**: +6
**F_max**: 9.1 eV/Å
**E_HOMO**: -16.15 eV
**Lowest unoccupied orbital energy**: -14.17 eV
**E**: -392580.3949 eV